Entry from the OMol25 dataset: the molecule C4H8N2O in a non-equilibrium geometry (ωB97M-V with the def2-TZVPD basis set).

Each line ends with the Löwdin charge.
Element x y z (Å)
N (0.128, 1.857, 0.366)  0.03
C (-0.004, 0.482, 0.552)  -0.35
C (-1.232, -0.236, 0.189)  -0.17
C (-0.819, -1.533, -0.244)  -0.13
C (0.441, -1.599, -0.631)  -0.10
N (1.059, -0.320, -0.470)  -0.16
O (2.401, -0.276, -0.102)  -0.05
H (-0.209, 2.093, -0.600)  0.10
H (1.174, 2.016, 0.413)  0.11
H (0.589, 0.346, 1.514)  0.16
H (-1.661, 0.260, -0.627)  0.10
H (-1.993, -0.187, 1.077)  0.16
H (-1.344, -2.405, -0.336)  0.07
H (1.099, -2.460, -0.894)  0.13
H (2.687, -1.196, -0.013)  0.08

Properties
Energy above the lowest of the compared OMol25 structures with the same formula, charge and spin (kcal/mol): 105.0
Net charge: 0
SMILES: N[C@H]1CC=CN1O
Electronic energy (eV): -9301.83827
Frontier orbital gap (eV): 8.58

Entry from the OMol25 dataset: a cluster of 2 separate species, C10H16O in total in a non-equilibrium geometry (ωB97M-V with the def2-TZVPD basis set).

Each line ends with the Löwdin charge.
Element x y z (Å)
C (-1.834, 0.579, 1.077)  -0.08
C (-0.763, -0.290, -0.906)  -0.16
C (-1.983, -0.078, -0.279)  -0.33
C (-0.714, -0.647, -2.210)  -0.18
C (-1.931, -1.109, -2.727)  -0.37
C (-3.170, -0.504, -0.834)  -0.11
C (-3.177, -0.919, -2.214)  -0.08
O (-1.974, -1.530, -4.091)  -0.06
H (0.322, -0.041, -0.469)  0.11
H (0.305, -0.790, -2.721)  0.09
H (-0.880, 1.093, 1.301)  0.06
H (-2.189, -0.023, 1.861)  0.05
H (-4.069, -0.418, -0.315)  0.05
H (-1.807, -0.812, -4.634)  0.01
H (-4.074, -1.190, -2.614)  0.06
H (-2.437, 1.365, 1.155)  0.01
C (2.810, 0.469, 1.048)  -0.27
C (3.352, -0.753, 1.917)  -0.11
C (2.054, 1.582, 1.887)  -0.11
H (3.773, 0.876, 0.645)  0.09
H (2.291, 0.267, 0.198)  0.02
H (2.849, -0.685, 2.891)  0.06
H (2.752, 2.242, 2.435)  0.07
H (1.281, 1.966, 1.225)  0.05
H (1.575, 1.297, 2.773)  0.03
H (3.371, -1.634, 1.289)  0.06
H (4.268, -0.315, 2.312)  0.05

Properties
Energy above the lowest of the compared OMol25 structures with the same formula, charge and spin (kcal/mol): 64.3
Net charge: -1
⟨S²⟩: 0.76
Electronic energy (eV): -12672.94230
2S+1: 2
Frontier orbital gap (alpha / beta) (eV): 2.34 / 7.18

Entry from the OMol25 dataset: the molecule C2H6N2S2 in a non-equilibrium geometry (ωB97M-V with the def2-TZVPD basis set).

Each line ends with the Löwdin charge.
Element x y z (Å)
H (-0.148, 2.338, -0.344)  0.04
N (0.413, 1.483, -0.343)  0.05
C (-0.368, 0.449, -0.225)  -0.82
N (-1.734, 0.448, 0.092)  -0.47
S (-2.869, -0.770, -0.291)  0.72
S (0.391, -1.162, -0.291)  0.82
C (2.165, -0.783, -0.001)  -0.38
H (-2.148, 1.367, 0.302)  0.09
H (-3.077, -1.244, 0.957)  -0.14
H (2.649, -1.753, 0.098)  0.03
H (2.536, -0.204, -0.846)  0.03
H (2.189, -0.170, 0.891)  0.03

Properties
Energy above the lowest of the compared OMol25 structures with the same formula, charge and spin (kcal/mol): 13.6
Net charge: 0
SMILES: [H]/N=C(\NS)SC
Electronic energy (eV): -26821.22285
Frontier orbital gap (eV): 9.46

Entry from the OMol25 dataset: the molecule C4H5NO in a non-equilibrium geometry (ωB97M-V with the def2-TZVPD basis set).

Each line ends with the Löwdin charge.
Element x y z (Å)
C (1.361, -0.359, -0.397)  -0.13
C (0.023, -0.196, -0.990)  0.03
O (-1.366, -0.828, 0.314)  -0.01
C (-0.978, 0.490, -0.108)  -0.41
C (-0.535, 1.262, 1.063)  -0.16
N (-0.132, 1.935, 1.919)  0.17
H (1.825, -1.308, -0.680)  0.08
H (1.913, 0.423, -0.951)  0.11
H (1.486, -0.160, 0.677)  0.08
H (-1.441, -1.322, -0.532)  0.10
H (-1.788, 1.029, -0.610)  0.14

Properties
Energy above the lowest of the compared OMol25 structures with the same formula, charge and spin (kcal/mol): 102.4
Net charge: 0
Electronic energy (eV): -7762.08637
Frontier orbital gap (eV): 9.18

Which of these has the highest electronic energy?
C4H5NO

Which value of net charge does entry 4 give?
0